Entry 1:
Formula: C5H25N2O7
Source: the OMol25 dataset
Level of theory: ωB97M-V with the def2-TZVPD basis set

Last column: Löwdin charge in e.
Geometry (Å):
C1 -0.6749 0.0026 1.1551  -0.248
N1 -0.9725 0.2281 -0.2983  -0.084
C2 -1.4615 1.5926 -0.6433  -0.322
N2 -2.8405 1.7819 -0.3576  0.000
C3 -0.5700 -1.4380 1.4009  -0.209
C4 -0.0441 -2.2805 0.1274  -0.133
C5 1.5766 -1.8406 0.0979  -0.224
O1 1.5304 -0.6117 -0.6479  -0.377
H1 -1.5783 0.2548 1.6479  0.095
H2 0.3085 0.4703 1.4066  0.091
H3 -0.0144 -0.0213 -0.6266  0.045
H4 -1.3374 1.8586 -1.7124  0.123
H5 -0.8778 2.2264 -0.0224  0.079
H6 -3.4446 1.1821 -0.8309  0.005
H7 -3.0576 1.5080 0.6612  0.103
H8 0.0897 -1.6866 2.3078  0.118
H9 -1.4509 -2.0202 1.6131  0.082
H10 -0.6665 -1.9249 -0.6757  0.056
H11 -0.1246 -3.3529 0.0549  0.072
H12 2.0462 -1.7427 1.1145  0.112
H13 2.0260 -2.5834 -0.6131  0.091
H14 0.3942 1.6793 3.5604  -0.008
H15 0.6195 0.1812 3.8158  -0.065
O2 0.0926 0.8633 3.9324  -0.015
H16 2.3048 1.7073 1.3252  0.023
H17 0.7182 2.3358 1.4971  0.009
O3 1.4852 2.1080 2.0958  -0.267
H18 3.3057 1.5962 -0.3219  0.054
H19 2.2150 0.3610 0.0591  0.079
O4 3.0697 1.0785 0.4771  -0.140
H20 -3.2889 -1.6721 -1.1705  -0.002
H21 -2.6448 -0.3225 -1.7717  0.009
O5 -3.3884 -0.9391 -1.7272  -0.055
H22 2.1214 0.1412 -2.1926  0.055
H23 1.8228 1.6829 -2.0771  -0.008
O6 1.9065 0.9963 -2.7043  -0.092
H24 0.1904 -2.0086 -3.1767  0.068
H25 0.3543 -0.2814 -3.1689  -0.030
O7 0.2598 -1.1099 -3.6110  -0.088

Summary:
**Orbital gap**: 8.516 eV
**Strongest force on any atom**: 0.1427 Eh/bohr
**E_LUMO**: 3.278 eV
**Energy**: -841.6227 Ha
**Charge**: -1
**Relative energy (zero: lowest compared OMol25 entry of this formula, charge and spin)**: 3.784 eV


Entry 2:
Formula: C5H25N2O7
Source: the OMol25 dataset
Level of theory: ωB97M-V with the def2-TZVPD basis set

Last column: Löwdin charge in e.
Geometry (Å):
N1 1.3892 0.2722 1.0006  0.156
C1 0.7350 1.5444 0.5438  -0.143
C2 0.8524 1.8769 -0.8968  -0.155
N2 -0.3120 1.4178 -1.8094  -0.221
C3 -0.3429 2.3250 -2.9430  -0.111
C4 -1.6452 1.2221 -1.2510  -0.164
C5 -1.5868 -0.1710 -0.7039  -0.216
O1 -2.5365 -0.7229 -0.1509  0.024
H1 1.2202 -0.1508 1.9171  0.089
H2 2.3930 0.3674 0.8165  0.078
H3 1.1226 -0.5020 0.4479  0.070
H4 -0.3647 1.4603 0.8314  0.130
H5 1.2425 2.4185 1.1494  0.174
H6 1.0488 3.0001 -0.9048  0.146
H7 1.7531 1.4068 -1.2400  0.115
H8 -0.6943 1.7589 -3.7619  0.064
H9 0.7100 2.6724 -3.1603  0.101
H10 -0.9637 3.2890 -2.7370  0.124
H11 -2.5550 1.4093 -2.0144  0.186
H12 -2.0633 2.0128 -0.4909  0.163
H13 -0.8271 -0.7874 -0.8303  0.053
H14 -0.0941 -1.4701 -3.8171  0.060
H15 -1.2597 -2.3678 -3.4271  0.000
O2 -0.3604 -2.4110 -3.6513  -0.043
H16 3.9869 0.7561 1.7524  0.057
H17 4.6159 0.5434 0.5620  0.009
O3 3.9231 0.9890 0.8612  0.071
H18 1.6118 -1.4120 4.4470  0.056
H19 0.5435 -0.9297 3.4498  0.009
O4 1.4896 -0.8623 3.6735  -0.067
H20 -0.5849 -1.7685 1.6141  0.074
H21 -1.4539 -0.7741 2.3262  -0.021
O5 -0.5924 -0.9473 2.0813  -0.010
H22 -3.8248 -0.9846 3.1047  0.016
H23 -3.5284 -1.0693 1.5209  0.092
O6 -3.2279 -0.7648 2.4508  -0.045
H24 1.0128 -2.9646 -0.1047  0.020
H25 1.5300 -2.7317 -1.4138  0.061
O7 1.2805 -2.2554 -0.6233  -0.003

Summary:
**Orbital gap**: 9.648 eV
**Strongest force on any atom**: 0.1351 Eh/bohr
**E_LUMO**: -2.578 eV
**Energy**: -841.3766 Ha
**Charge**: +1
**Relative energy (zero: lowest compared OMol25 entry of this formula, charge and spin)**: 4.357 eV


Entry 3:
Formula: C5H25NO10
Source: the OMol25 dataset
Level of theory: ωB97M-V with the def2-TZVPD basis set

Last column: Löwdin charge in e.
Geometry (Å):
C1 1.4970 -0.1560 1.1148  -0.007
C2 0.1882 0.7853 1.0864  -0.324
C3 -0.4871 0.4739 2.4103  -0.160
C4 -1.3009 1.6155 2.7076  -0.280
O1 -1.3586 2.2828 3.7288  0.051
N1 -0.8239 0.5490 0.1137  0.060
C5 -1.5808 -0.6256 -0.0144  -0.301
O2 -2.3752 -0.6838 -0.8958  0.029
H1 1.1214 -1.1179 0.8019  0.073
H2 2.3289 0.1067 0.5322  0.041
H3 1.9437 -0.0210 2.1277  0.045
H4 0.4519 1.9118 0.8779  0.177
H5 -1.1412 -0.4603 2.3516  0.124
H6 0.2333 0.2104 3.1827  0.109
H7 -2.0171 1.8554 1.9094  0.130
H8 -0.9857 1.3078 -0.3893  0.044
H9 -1.4876 -1.3539 0.8536  0.132
O3 3.5062 -1.4019 -2.1051  -0.072
H10 3.3766 -2.3282 -2.2418  -0.012
H11 4.5018 -1.5190 -1.9932  0.083
O4 2.5069 -0.8997 3.8738  -0.149
H12 3.3223 -0.2827 3.6710  0.099
H13 3.0387 -1.6769 4.2974  0.091
O5 0.1425 3.2327 -1.3481  -0.087
H14 0.0339 4.1268 -1.7885  0.082
H15 0.7649 2.8847 -2.0006  -0.027
O6 1.6443 2.0057 -3.2677  -0.020
H16 1.9809 1.4813 -2.5846  0.011
H17 0.9009 1.4245 -3.4264  0.008
O7 -1.5774 -3.2395 2.8980  -0.008
H18 -2.0000 -2.8921 3.5963  -0.035
H19 -2.4049 -3.5225 2.4709  0.063
O8 -0.0072 -0.2482 -3.4291  -0.060
H20 -0.0183 -1.1003 -3.8701  0.050
H21 -0.9860 -0.2656 -3.1835  0.071
O9 -3.1027 1.6531 -2.8951  -0.090
H22 -2.5568 1.2741 -2.1249  0.031
H23 -3.4982 0.7992 -3.1079  0.024
O10 1.3879 -3.9699 -1.7945  -0.122
H24 1.3654 -4.1767 -0.8324  0.045
H25 1.4673 -2.9173 -1.8762  0.082

Summary:
**Orbital gap**: 9.249 eV
**Strongest force on any atom**: 0.1181 Eh/bohr
**E_LUMO**: 0.029 eV
**Energy**: -1012.5530 Ha
**Relative energy (zero: lowest compared OMol25 entry of this formula, charge and spin)**: 4.631 eV
**Structure (SMILES)**: C[C@H](CC=O)NC=O.O.O.O.O.O.O.O.O


Entry 4:
Formula: C5H26N10O8
Source: the OMol25 dataset
Level of theory: ωB97M-V with the def2-TZVPD basis set

Last column: Löwdin charge in e.
Geometry (Å):
N1 1.4505 3.4234 -2.8130  0.164
C1 0.3960 2.9037 -2.1228  -0.628
N2 -0.7587 3.6250 -2.2629  0.184
O1 0.4720 1.8656 -1.4728  -0.018
H1 1.3058 4.2289 -3.3919  0.099
H2 2.3604 3.0054 -2.7676  0.107
H3 -0.7609 4.5427 -2.6625  0.104
H4 -1.5388 3.2890 -1.7195  0.083
N3 -4.0174 1.9203 1.3059  0.156
C2 -2.9603 2.5524 0.7285  -0.670
N4 -2.0464 1.7200 0.1249  0.153
O2 -2.8534 3.7693 0.7324  0.023
H5 -4.1409 0.9274 1.2309  0.087
H6 -4.7583 2.4578 1.7138  0.105
H7 -2.3405 0.7981 -0.1345  0.098
H8 -1.1257 2.1048 -0.0058  0.067
N5 2.8639 -1.0819 2.2900  0.153
C3 2.6800 -2.1117 3.1753  -0.676
N6 1.6241 -2.9258 2.8520  0.146
O3 3.4041 -2.3364 4.1304  0.017
H9 3.6322 -0.4633 2.4672  0.082
H10 2.0856 -0.7687 1.7230  0.042
H11 0.9634 -2.7106 2.1297  0.066
H12 1.4553 -3.7083 3.4554  0.095
N7 1.9895 -1.2912 -5.4638  0.143
C4 1.5168 -1.0579 -4.2010  -0.680
N8 1.4477 0.2679 -3.8395  0.151
O4 1.1262 -1.9416 -3.4580  0.021
H13 2.1378 -2.2499 -5.7237  0.101
H14 2.4944 -0.6077 -5.9963  0.088
H15 1.7855 0.9805 -4.4551  0.082
H16 1.2378 0.3829 -2.8596  0.071
N9 -3.3088 -2.6681 1.6482  0.174
C5 -2.0592 -2.4012 1.1905  -0.640
N10 -1.5728 -3.1964 0.2139  0.187
O5 -1.4067 -1.4666 1.6781  -0.033
H17 -3.7443 -3.5512 1.4518  0.103
H18 -3.6385 -2.1291 2.4296  0.110
H19 -2.0286 -4.0352 -0.0909  0.107
H20 -0.6551 -2.9617 -0.1252  0.118
O6 -1.4857 -1.5905 4.4319  -0.077
H21 -1.0417 -2.4352 4.5430  0.020
H22 -1.3793 -1.3746 3.4853  -0.016
O7 0.6939 0.2647 0.8639  -0.069
H23 0.6521 0.6458 -0.0263  0.004
H24 -0.2200 0.0289 1.0777  0.006
O8 3.3582 1.9200 1.8724  -0.054
H25 4.1079 1.8539 1.2735  0.036
H26 2.6011 1.5865 1.3733  0.007

Summary:
**Orbital gap**: 8.984 eV
**Strongest force on any atom**: 0.0231 Eh/bohr
**E_LUMO**: 0.112 eV
**Energy**: -1355.8165 Ha
**Relative energy (zero: lowest compared OMol25 entry of this formula, charge and spin)**: 0.537 eV
**Structure (SMILES)**: NC(N)=O.NC(N)=O.NC(N)=O.NC(N)=O.NC(N)=O.O.O.O


Entry 5:
Formula: C5H26N2O6S
Source: the OMol25 dataset
Level of theory: ωB97M-V with the def2-TZVPD basis set

Last column: Löwdin charge in e.
Geometry (Å):
C1 0.0379 -2.2181 0.8472  -0.127
N1 0.2872 -1.0652 -0.0242  -0.073
C2 -0.2356 0.2148 0.4124  -0.363
C3 -1.7343 0.4402 0.0469  -0.228
N2 -2.5909 -0.6082 0.6444  0.020
C4 0.4273 1.4749 -0.1368  -0.240
C5 1.9220 1.4332 -0.3411  -0.548
S1 2.6012 2.7654 -1.4103  0.705
H1 -0.9978 -2.5529 0.9183  0.064
H2 0.3540 -1.8671 1.8262  0.063
H3 0.6573 -2.9935 0.3996  0.088
H4 0.0137 -1.2702 -0.9718  0.068
H5 -0.2536 0.1955 1.5022  0.106
H6 -1.9485 0.3662 -1.0235  0.076
H7 -1.9064 1.4716 0.3683  0.106
H8 -3.5599 -0.3235 0.5482  0.074
H9 -2.3806 -0.6140 1.6372  0.068
H10 0.0519 2.2957 0.5004  0.106
H11 -0.0815 1.7003 -1.0825  0.100
H12 2.4838 1.5718 0.5811  0.060
H13 2.1912 0.5381 -0.8923  0.045
H14 2.0710 2.3194 -2.5528  -0.173
O1 0.6749 -0.2049 -3.3680  -0.053
H15 0.6330 -1.0902 -3.7572  0.065
H16 1.6313 -0.1469 -3.2349  0.051
O2 -1.5953 -2.4892 -2.0520  -0.069
H17 -2.1200 -2.1322 -1.3168  0.020
H18 -1.7755 -1.8494 -2.7564  0.006
O3 -2.0340 0.1303 -3.0923  -0.069
H19 -1.9996 0.7730 -3.8051  0.061
H20 -1.1904 0.2163 -2.6332  -0.010
O4 2.6745 -1.4208 2.0453  -0.065
H21 2.2945 -1.2380 1.1689  0.017
H22 2.4555 -2.3510 2.1597  0.041
O5 1.4008 1.0431 3.3994  -0.035
H23 1.0799 0.2629 3.8708  0.073
H24 2.0604 0.6107 2.8568  0.024
O6 -0.7942 2.2882 2.5486  -0.095
H25 -0.9015 2.4692 3.4921  0.042
H26 0.0963 1.8543 2.6770  -0.004

Summary:
**Orbital gap**: 8.767 eV
**Strongest force on any atom**: 0.0367 Eh/bohr
**E_LUMO**: 0.276 eV
**Energy**: -1165.2130 Ha
**Relative energy (zero: lowest compared OMol25 entry of this formula, charge and spin)**: 1.650 eV
**Structure (SMILES)**: CN[C@H](CN)CCS.O.O.O.O.O.O


Entry 6:
Formula: C5H26N2O8
Source: the OMol25 dataset
Level of theory: ωB97M-V with the def2-TZVPD basis set

Last column: Löwdin charge in e.
Geometry (Å):
C1 0.4350 -0.2242 -0.7348  -0.122
C2 0.1947 1.1995 -1.2451  -0.199
C3 1.4768 1.9952 -1.4577  -0.273
N1 2.1984 2.0833 -0.1877  -0.014
C4 -0.8852 -0.8410 -0.3611  -0.515
N2 -1.2724 -0.5804 0.9232  0.022
C5 -2.6315 -0.8264 1.3657  -0.099
O1 -1.5714 -1.5183 -1.1209  0.015
H1 1.0629 -0.1856 0.1460  0.070
H2 0.9543 -0.8232 -1.4853  0.119
H3 -0.3675 1.1743 -2.1816  0.114
H4 -0.4226 1.7540 -0.5497  0.088
H5 1.2016 2.9937 -1.7802  0.104
H6 2.0862 1.5483 -2.2568  0.109
H7 2.7562 2.9301 -0.1105  0.066
H8 2.8217 1.2903 -0.0879  0.029
H9 -0.7737 0.1571 1.4060  0.051
H10 -2.6249 -1.2332 2.3689  0.074
H11 -3.1025 -1.5577 0.7053  0.083
H12 -3.2092 0.0851 1.3573  0.049
H13 0.0355 -2.8446 1.0076  0.029
H14 0.9902 -3.9877 0.6567  0.060
O2 0.6973 -3.4343 1.3951  -0.055
H15 -1.0761 -1.3978 -3.1052  0.007
H16 0.2752 -0.9845 -3.7133  0.018
O3 -0.6268 -1.2338 -3.9626  -0.087
H17 1.6886 -0.6458 2.3557  0.020
H18 1.8784 -2.1606 2.0235  0.011
O4 2.3627 -1.3379 2.2291  -0.116
H19 0.7153 1.8506 2.7244  -0.010
H20 0.9133 1.7581 1.1508  0.009
O5 0.3361 1.4538 1.9066  -0.353
H21 3.3767 -0.8189 0.9568  -0.011
H22 4.8145 -0.4299 0.5996  0.040
O6 3.9090 -0.3676 0.2541  -0.126
H23 -2.6300 2.7027 1.7831  0.052
H24 -1.4451 1.7514 1.6557  0.016
O7 -2.4237 1.8078 1.4971  -0.190
H25 -2.9838 1.6207 -0.2622  -0.008
H26 -3.2592 0.6559 -1.4415  0.013
O8 -3.3105 1.5813 -1.1939  -0.089

Summary:
**Orbital gap (spin up / spin down)**: 2.575 / 9.701 eV
**2S+1**: 2
**Strongest force on any atom**: 0.0233 Eh/bohr
**E_LUMO (spin up / spin down)**: 2.794 / 2.658 eV
**Energy**: -917.5764 Ha
**Charge**: -1
**Relative energy (zero: lowest compared OMol25 entry of this formula, charge and spin)**: 0.000 eV


Entry 7:
Formula: C5H26N2O8
Source: the OMol25 dataset
Level of theory: ωB97M-V with the def2-TZVPD basis set

Last column: Löwdin charge in e.
Geometry (Å):
O1 -1.2207 1.3103 1.2659  0.091
C1 -1.8862 0.3273 1.4829  -0.125
C2 -1.2175 -1.0094 1.0448  -0.203
C3 -1.4400 -1.3284 -0.3030  -0.175
C4 -1.6342 -0.1802 -1.2502  -0.100
C5 -2.6252 0.0808 -2.0853  -0.043
N1 -2.6677 1.3711 -2.9440  0.178
N2 0.2797 -0.7456 1.3350  0.243
H1 -2.8529 0.3968 1.9361  0.142
H2 -1.4509 -1.9197 1.8448  0.234
H3 -2.2574 -2.0048 -0.5363  0.148
H4 -0.6080 -1.9088 -0.7345  0.143
H5 -0.9749 0.7022 -0.8631  0.117
H6 -3.4955 -0.6355 -2.2976  0.164
H7 -2.1362 2.1864 -2.5976  0.109
H8 -3.7347 1.6554 -3.1381  0.232
H9 -2.2311 1.0745 -3.8760  0.175
H10 0.8484 -0.3249 0.7720  0.029
H11 0.4318 -0.2280 2.1639  0.090
H12 0.7720 -1.6188 1.6332  0.131
H13 2.4658 -0.3684 -1.9585  0.070
H14 2.3302 -1.5490 -1.2648  0.051
O2 1.8175 -0.7690 -1.3799  -0.018
H15 2.1630 -3.3089 1.3968  0.079
H16 1.2905 -4.3421 1.6972  0.115
O3 1.2199 -3.5162 1.1026  -0.102
H17 2.4957 2.5813 -0.3775  0.048
H18 3.3472 2.2153 0.9617  0.089
O4 2.5146 2.0487 0.4354  -0.078
H19 1.7894 -0.2575 4.5911  0.051
H20 0.3649 -0.6349 4.6951  0.050
O5 0.9788 -0.2211 4.1070  -0.016
H21 0.1869 -0.2467 -4.5377  0.092
H22 0.7164 -0.2392 -3.0337  -0.015
O6 0.0678 0.1232 -3.6275  -0.054
H23 -0.1544 3.6339 -1.5002  0.031
H24 -0.3581 2.2066 -1.0763  -0.018
O7 -0.7234 2.9294 -1.5179  0.035
H25 2.8271 -0.0101 1.5392  -0.086
H26 4.0297 -0.9995 1.9044  0.097
O8 3.3116 -0.3770 2.1875  0.000

Summary:
**Orbital gap**: 11.033 eV
**Strongest force on any atom**: 0.1476 Eh/bohr
**E_LUMO**: -5.776 eV
**Energy**: -916.8640 Ha
**Charge**: +2
**Relative energy (zero: lowest compared OMol25 entry of this formula, charge and spin)**: 2.186 eV


Entry 8:
Formula: C5H26NO10
Source: the OMol25 dataset
Level of theory: ωB97M-V with the def2-TZVPD basis set

Last column: Löwdin charge in e.
Geometry (Å):
C1 -1.8642 0.7540 1.4301  -0.092
N1 -0.9595 1.0400 0.2741  -0.025
C2 -3.2770 -0.6545 -1.4048  -0.089
C3 -1.9872 -1.1223 -0.6865  -0.213
C4 -0.8651 -0.1014 -0.6862  -0.258
C5 0.4232 -0.9243 -0.4353  -0.581
O1 1.4599 -0.5529 -1.0956  -0.076
O2 0.5502 -1.7275 0.5081  -0.039
H1 -2.7861 0.4161 0.9700  0.066
H2 -1.4054 0.1216 2.1831  0.074
H3 -2.1999 1.6995 1.8745  0.070
H4 -0.0521 1.2200 0.6851  0.081
H5 -3.4668 0.3906 -1.1624  0.062
H6 -3.1464 -0.7268 -2.4876  0.069
H7 -4.1109 -1.3036 -1.1871  0.061
H8 -1.6674 -2.0065 -1.2332  0.118
H9 -2.2564 -1.5633 0.2481  0.086
H10 -0.7782 0.3839 -1.6336  0.109
H11 1.5392 0.6132 1.6738  0.002
H12 2.9662 0.7724 2.0299  0.005
O3 2.0936 0.9315 2.3922  -0.035
H13 -2.1037 3.2774 -0.8893  0.030
H14 -2.8354 2.8549 0.3131  -0.014
O4 -2.8817 3.5287 -0.3744  -0.074
H15 2.2620 3.3263 -0.1380  0.009
H16 2.1063 3.6366 -1.6112  0.015
O5 1.8232 3.9321 -0.7427  -0.069
H17 -0.4631 -2.0043 2.1592  0.006
H18 -0.7148 -3.2125 3.0017  0.037
O6 -1.1992 -2.5746 2.4609  -0.086
H19 1.1207 -4.5297 -0.0193  0.022
H20 0.4524 -3.6057 0.9688  -0.018
O7 0.6893 -4.5412 0.8376  -0.085
H21 2.5461 1.4413 -1.7507  -0.009
H22 3.3290 0.5718 -0.8071  0.013
O8 3.2828 1.4777 -1.1263  -0.077
H23 0.9705 0.6038 -2.2847  -0.019
H24 1.3208 0.5993 -3.8257  0.037
O9 0.9642 1.1369 -3.1177  -0.090
H25 4.1487 -0.6283 1.6862  0.015
H26 3.1376 -1.4174 1.1637  0.022
O10 3.8349 -1.5326 1.8392  -0.061

Summary:
**Orbital gap**: 9.042 eV
**Strongest force on any atom**: 0.0565 Eh/bohr
**E_LUMO**: 2.866 eV
**Energy**: -1013.3446 Ha
**Charge**: -1
**Relative energy (zero: lowest compared OMol25 entry of this formula, charge and spin)**: 1.835 eV